Here is a single C4H7NO2 molecule in a non-equilibrium geometry from the Open Molecules 2025 dataset. Energies are from wB97M-V/def2-TZVPD.

## Properties
E_HOMO = -9.568 eV
energy relative to the best compared isomer or geometry (same formula, charge and spin) = 120.1 kcal per mole
SMILES = C/C(=N\O)[C@H]1CO1

Last column: natural (NBO) charge in e.
CARTESIAN COORDINATES (ANGSTROEM)
1 C -1.457 -1.148 -0.297  -0.68
2 C -0.469 0.013 -0.100  0.20
3 N -0.768 1.010 0.645  -0.12
4 O -2.044 0.902 1.189  -0.57
5 C 1.013 -0.060 -0.594  -0.01
6 C 2.348 0.627 -0.104  -0.10
7 O 1.836 -0.561 0.418  -0.47
8 H -2.423 -0.787 -0.682  0.24
9 H -1.067 -1.906 -0.977  0.22
10 H -1.701 -1.641 0.658  0.24
11 H -2.150 1.738 1.668  0.48
12 H 1.391 -0.092 -1.605  0.21
13 H 3.379 0.429 -0.492  0.18
14 H 2.251 1.596 0.355  0.19


Here is a molecular structure, C27H40BF4MgN4O2S2Si from the Open Molecules 2025 dataset. Energies are from wB97M-V/def2-TZVPD.

## Properties
E_HOMO = -10.968 eV
energy relative to the best compared isomer or geometry (same formula, charge and spin) = 6.0 kcal per mole
charge = +1

Last column: Mulliken charge in e.
CARTESIAN COORDINATES (ANGSTROEM)
1 Mg -0.233 -0.107 -0.367  2.13
2 N -1.624 0.783 4.226  0.18
3 C -1.696 -0.678 3.851  -0.96
4 C -1.425 -0.808 2.361  -0.12
5 N -0.147 -0.197 1.933  -0.45
6 C -0.019 1.190 2.428  -0.50
7 C -0.255 1.332 3.920  -1.02
8 H -1.868 0.925 5.201  0.41
9 H -2.294 1.304 3.660  -0.31
10 H -2.684 -1.055 4.108  0.46
11 H -0.951 -1.194 4.453  0.40
12 H -2.219 -0.316 1.792  -0.04
13 H -1.434 -1.863 2.093  0.39
14 H 0.638 -0.760 2.248  0.43
15 H -0.744 1.800 1.878  0.22
16 H 0.972 1.568 2.193  0.41
17 H -0.219 2.373 4.235  0.47
18 H 0.458 0.752 4.503  0.40
19 C 3.387 -0.929 -2.887  -1.19
20 N 2.986 -0.150 -1.713  -0.04
21 C 2.671 1.144 -1.644  0.82
22 S 1.647 1.725 -0.393  -0.81
23 N 3.136 2.017 -2.546  -0.13
24 C 4.303 1.885 -3.418  -1.07
25 H 2.794 -1.841 -2.901  0.29
26 H 4.442 -1.200 -2.858  0.36
27 H 3.183 -0.386 -3.805  0.42
28 H 2.601 -0.693 -0.956  0.14
29 H 2.778 2.946 -2.403  0.29
30 H 5.004 1.161 -3.014  0.36
31 H 4.807 2.848 -3.459  0.36
32 H 4.033 1.597 -4.432  0.32
33 F 0.422 -3.118 -1.720  -0.38
34 B 0.139 -2.712 -0.428  0.21
35 F -1.094 -1.923 -0.419  -0.20
36 F 0.056 -3.719 0.499  -0.34
37 F 1.138 -1.718 -0.004  -0.55
38 O -1.761 0.934 -0.074  1.91
39 Si -2.990 1.855 -0.505  -1.78
40 C -3.286 3.205 0.786  0.05
41 C -3.407 4.563 0.473  -0.80
42 C -3.688 5.510 1.458  -0.75
43 C -3.861 5.119 2.780  -0.64
44 C -3.768 3.772 3.115  -1.00
45 C -3.487 2.842 2.123  0.08
46 C -2.672 2.678 -2.161  0.62
47 C -1.457 3.348 -2.367  0.13
48 C -1.188 3.988 -3.570  -0.82
49 C -2.128 3.964 -4.597  -0.55
50 C -3.335 3.301 -4.415  -0.66
51 C -3.603 2.666 -3.204  -0.45
52 C -4.598 0.890 -0.566  0.55
53 C -4.591 -0.455 -0.962  0.19
54 C -5.764 -1.197 -1.029  -0.86
55 C -6.975 -0.607 -0.685  -0.57
56 C -7.005 0.717 -0.269  -0.77
57 C -5.828 1.457 -0.212  -0.48
58 H -3.278 4.890 -0.554  0.39
59 H -3.777 6.556 1.192  0.44
60 H -4.093 5.854 3.541  0.40
61 H -3.945 3.458 4.140  0.45
62 H -3.508 1.776 2.361  1.32
63 H -0.710 3.360 -1.577  0.23
64 H -0.249 4.514 -3.710  0.44
65 H -1.922 4.467 -5.536  0.38
66 H -4.071 3.285 -5.210  0.42
67 H -4.553 2.155 -3.069  0.29
68 H -3.642 -0.937 -1.184  0.32
69 H -5.736 -2.235 -1.343  0.45
70 H -7.892 -1.182 -0.733  0.39
71 H -7.946 1.174 0.013  0.42
72 H -5.871 2.494 0.109  0.42
73 C -1.762 -1.496 -3.701  -0.63
74 S -0.152 -0.734 -3.673  0.23
75 C -0.561 0.702 -4.638  -0.58
76 O 0.039 -0.194 -2.273  -1.03
77 H -2.465 -0.804 -3.234  -0.11
78 H -1.697 -2.429 -3.145  0.32
79 H -2.034 -1.691 -4.741  0.56
80 H -0.778 0.385 -5.660  0.54
81 H 0.308 1.360 -4.624  0.29
82 H -1.418 1.204 -4.182  -0.09


Here is 2 unconnected molecules or ions with the total composition C32H41BClFN3O14P3S in a non-equilibrium geometry from the Open Molecules 2025 dataset. Energies are from wB97M-V/def2-TZVPD.

## Properties
E_HOMO = -8.310 eV
SMILES = CB(O)c1cc(CCCCOC=O)cc2c1N(COCOCCO)c1c(PP(=O)(O)O)c(C(=O)NC(=O)F)c(OC[C@H](C)O)c(P(O)Cl)c1S2.c1ccncc1

Last column: Mulliken charge in e.
CARTESIAN COORDINATES (ANGSTROEM)
1 C 3.800 -1.042 -1.991  -0.72
2 B 2.401 -0.123 -1.871  0.52
3 O 1.339 -0.329 -2.875  -0.65
4 C 2.279 0.943 -0.585  0.32
5 C 3.526 2.002 -0.245  -0.84
6 C 3.470 3.086 1.023  0.65
7 C 4.702 4.138 1.282  -0.37
8 C 4.798 4.737 2.805  -0.25
9 C 5.339 6.319 2.762  -0.73
10 C 4.067 7.404 2.819  -0.32
11 O 3.344 7.382 4.101  -0.26
12 C 1.875 7.579 3.890  0.29
13 O 1.097 8.090 4.883  -0.49
14 C 2.113 3.016 1.966  -0.60
15 C 0.895 1.973 1.620  0.20
16 C 0.884 0.912 0.337  -0.56
17 N -0.254 -0.020 -0.009  1.05
18 C -0.087 -1.403 0.582  -0.04
19 O 1.248 -1.688 1.132  -0.30
20 C 1.497 -3.164 1.033  -0.42
21 O 2.415 -3.511 -0.082  -0.30
22 C 1.702 -4.194 -1.175  -0.01
23 C 2.726 -4.770 -2.355  -0.19
24 O 2.200 -5.974 -3.025  -0.59
25 C -1.617 0.577 0.261  -0.84
26 C -2.848 0.254 -0.824  0.10
27 P -2.376 -0.822 -2.343  0.09
28 P -3.950 -2.227 -2.895  0.88
29 O -4.905 -1.522 -3.958  -0.60
30 O -3.170 -3.556 -3.773  -0.51
31 O -4.785 -2.964 -1.553  -0.51
32 C -4.339 0.898 -0.534  0.37
33 C -5.560 0.614 -1.636  -0.22
34 O -6.423 -0.402 -1.550  -0.49
35 N -5.587 1.604 -2.819  -0.17
36 C -6.555 2.735 -2.431  0.63
37 O -6.128 3.950 -2.028  -0.46
38 F -8.015 2.389 -2.570  -0.24
39 C -4.723 1.841 0.776  -0.05
40 O -6.103 2.384 1.002  -0.32
41 C -6.660 1.840 2.250  -0.05
42 C -8.258 1.478 2.201  0.00
43 C -8.839 1.136 0.696  -0.70
44 O -9.096 2.505 2.902  -0.56
45 C -3.514 2.163 1.835  0.29
46 P -3.677 3.273 3.411  0.53
47 O -4.497 2.378 4.709  -0.54
48 Cl -4.834 5.033 2.909  -0.24
49 C -2.034 1.529 1.533  0.23
50 S -0.622 1.953 2.745  -0.33
51 H 3.740 -1.795 -2.914  0.08
52 H 4.030 -1.647 -1.010  0.25
53 H 4.756 -0.356 -2.178  0.32
54 H 1.395 0.398 -3.583  0.28
55 H 4.454 1.930 -0.983  0.12
56 H 4.499 5.076 0.572  0.22
57 H 5.740 3.693 0.900  0.28
58 H 5.520 4.038 3.439  0.31
59 H 3.786 4.775 3.392  0.10
60 H 5.963 6.461 1.765  0.33
61 H 5.983 6.460 3.738  0.31
62 H 4.495 8.503 2.681  0.26
63 H 3.296 7.191 1.943  0.26
64 H 1.314 7.277 2.890  0.26
65 H 1.937 3.729 2.908  0.02
66 H -0.247 -2.169 -0.318  0.12
67 H -0.972 -1.640 1.341  0.18
68 H 2.023 -3.577 2.021  0.23
69 H 0.484 -3.782 0.952  0.37
70 H 0.990 -3.430 -1.733  -0.01
71 H 1.107 -5.130 -0.749  0.33
72 H 3.810 -4.972 -1.912  0.24
73 H 2.881 -3.904 -3.161  0.13
74 H 2.590 -6.083 -3.946  0.34
75 H -2.220 0.132 -3.439  0.10
76 H -2.749 -3.088 -4.576  0.34
77 H -4.758 -3.972 -1.594  0.33
78 H -4.621 2.045 -2.841  0.37
79 H -6.533 2.680 3.084  0.09
80 H -6.007 0.927 2.630  0.30
81 H -8.414 0.483 2.839  0.15
82 H -8.163 0.252 0.282  0.11
83 H -9.933 0.666 0.779  0.34
84 H -8.817 2.097 0.027  0.17
85 H -8.882 2.433 3.896  0.33
86 H -4.076 1.470 4.659  0.35
87 C 7.305 -8.958 -2.404  -0.12
88 C 5.917 -9.011 -2.477  -0.68
89 C 5.214 -7.818 -2.443  -0.02
90 N 5.797 -6.604 -2.339  -0.26
91 C 7.146 -6.585 -2.268  -0.26
92 C 7.936 -7.723 -2.298  -0.49
93 H 7.891 -9.873 -2.428  0.36
94 H 5.396 -9.958 -2.558  0.35
95 H 4.129 -7.806 -2.500  0.39
96 H 7.591 -5.597 -2.183  0.36
97 H 9.016 -7.648 -2.240  0.35